[1]
{"formula": "C15H14FNO2", "method": "ωB97M-V/def2-TZVPD", "smiles": "COc1ccc(C(=O)CNc2cccc(F)c2)cc1", "orbital_gap_ha": 0.3142, "lumo_energy_ha": 0.0174, "homo_ev": -8.08, "relative_energy_kcal_mol": 0.00, "symbols": ["C", "O", "C", "C", "C", "C", "C", "O", "C", "N", "C", "C", "C", "C", "C", "F", "C", "C", "C", "H", "H", "H", "H", "H", "H", "H", "H", "H", "H", "H", "H", "H", "H"], "positions_angstrom": [[-4.757492, 0.093798, 0.780113], [-3.743540, -0.881438, 0.841877], [-2.473560, -0.492381, 1.104010], [-2.072396, 0.821584, 1.334820], [-0.741105, 1.107305, 1.570385], [0.213278, 0.096205, 1.598105], [1.651330, 0.357333, 1.809938], [2.368220, -0.378653, 2.446547], [2.224912, 1.608166, 1.127650], [1.556367, 2.002320, -0.086744], [1.225091, 1.094443, -1.065407], [0.253723, 1.430797, -2.014234], [-0.078306, 0.559258, -3.029868], [0.539973, -0.676106, -3.134019], [1.501417, -0.994712, -2.194132], [2.118873, -2.194439, -2.273101], [1.860062, -0.143827, -1.169112], [-0.201384, -1.224063, 1.406360], [-1.519283, -1.514018, 1.150131], [-4.873986, 0.613119, 1.736598], [-5.673479, -0.448828, 0.552740], [-4.563976, 0.824146, -0.011734], [-2.788837, 1.628028, 1.334696], [-0.457788, 2.129302, 1.776508], [2.179285, 2.434621, 1.841571], [3.285236, 1.410501, 0.929310], [0.920642, 2.780775, -0.015276], [-0.240798, 2.388994, -1.941877], [-0.833363, 0.839621, -3.748692], [0.290327, -1.374983, -3.914792], [2.618264, -0.455851, -0.470594], [0.536678, -2.010350, 1.443774], [-1.847245, -2.527236, 0.982409]], "forces_ev_per_angstrom": [[-0.2, 0.2, 0.0], [0.2, -0.2, 0.0], [0.3, 0.0, 0.1], [-0.4, 0.0, 0.0], [0.3, -0.3, 0.1], [-0.4, -0.2, 0.2], [0.1, 0.2, 0.0], [0.0, 0.0, -0.1], [0.3, -0.1, -0.1], [-0.1, 0.4, 0.2], [0.0, -0.2, -0.5], [0.0, 0.1, 0.1], [0.1, 0.0, 0.1], [0.2, -0.3, 0.0], [-0.2, 0.1, -0.1], [-0.1, 0.2, 0.0], [0.1, 0.0, 0.0], [0.0, 0.2, 0.0], [-0.3, 0.0, 0.0], [0.0, 0.0, 0.0], [0.0, 0.1, 0.0], [0.0, 0.0, 0.0], [-0.1, 0.0, 0.0], [0.0, 0.1, 0.0], [0.0, 0.0, -0.1], [-0.1, 0.0, 0.2], [0.1, -0.1, 0.0], [-0.1, 0.1, 0.0], [-0.1, 0.0, -0.1], [0.0, -0.1, -0.1], [0.1, -0.1, 0.1], [0.1, -0.1, 0.0], [0.0, -0.1, 0.0]], "nbo_charge": [-0.253, -0.484, 0.319, -0.275, -0.173, -0.207, 0.573, -0.530, -0.331, -0.611, 0.293, -0.312, -0.161, -0.338, 0.436, -0.327, -0.397, -0.127, -0.258, 0.177, 0.204, 0.178, 0.214, 0.204, 0.234, 0.224, 0.384, 0.205, 0.215, 0.228, 0.235, 0.232, 0.229]}

[2]
{"formula": "C47H63N2OP2STc", "method": "ωB97M-V/def2-TZVPD", "orbital_gap_ha": [0.2638, 0.2663], "charge": 1, "lumo_energy_ha": [-0.0909, -0.1020], "homo_ev": [-9.65, -10.02], "spin_multiplicity": 4, "symbols": ["Tc", "C", "C", "O", "N", "C", "C", "C", "C", "C", "C", "N", "H", "H", "H", "H", "H", "H", "H", "H", "H", "H", "C", "C", "C", "C", "C", "C", "C", "P", "C", "C", "C", "C", "C", "C", "C", "C", "C", "C", "C", "C", "C", "C", "H", "H", "H", "H", "H", "H", "H", "H", "H", "H", "H", "H", "H", "H", "H", "H", "H", "H", "H", "H", "S", "C", "C", "C", "C", "C", "C", "P", "C", "C", "C", "C", "C", "C", "C", "C", "C", "C", "C", "C", "H", "H", "H", "H", "H", "H", "H", "H", "H", "H", "H", "H", "H", "H", "H", "H", "H", "H", "H", "H", "H", "H", "H", "H", "H", "H", "H", "H", "H", "H", "H", "H", "H"], "positions_angstrom": [[1.584251, -2.553614, 0.120946], [5.768347, -2.551742, 1.122964], [4.395006, -2.076860, 1.469807], [3.565192, -1.852834, 0.573303], [4.084891, -1.909182, 2.756635], [2.786296, -1.433081, 3.206565], [1.815034, -2.555380, 3.474604], [1.462190, -2.904929, 4.765853], [0.583646, -3.959915, 4.964140], [0.101649, -4.641262, 3.862417], [0.509541, -4.238369, 2.602008], [1.337444, -3.208468, 2.404958], [6.021604, -2.193825, 0.129206], [5.745937, -3.642740, 1.094205], [6.517599, -2.230493, 1.843635], [4.788443, -2.128890, 3.443516], [2.389346, -0.761452, 2.440458], [2.941864, -0.845542, 4.111332], [1.870589, -2.356386, 5.602973], [0.287966, -4.245442, 5.963988], [-0.578675, -5.473273, 3.963535], [0.173836, -4.750213, 1.709636], [-0.990235, -5.742445, -1.333710], [-2.003134, -5.080832, -0.441454], [-3.016062, -5.874825, 0.093535], [-4.003987, -5.354595, 0.910360], [-4.001611, -4.001952, 1.217211], [-3.007674, -3.192445, 0.698208], [-2.008092, -3.713222, -0.129605], [-0.703141, -2.570697, -0.669541], [-1.177836, -0.885500, -0.103963], [-0.525468, -0.660578, 1.211593], [-0.450246, 0.410774, 2.010228], [-1.141015, 1.694439, 1.712049], [-2.114261, 1.451763, -0.559133], [-1.955336, -0.038336, -0.818202], [-2.845966, -0.512551, -1.930927], [-0.465879, -2.637024, -2.450948], [-1.374276, -3.125355, -3.386709], [-1.029603, -3.149100, -4.725752], [0.221243, -2.678874, -5.117804], [1.123637, -2.202976, -4.182371], [0.799246, -2.187047, -2.826354], [1.755544, -1.706332, -1.773776], [-0.724587, -6.719239, -0.930548], [-0.070584, -5.173276, -1.446624], [-1.408191, -5.898984, -2.329306], [-3.018657, -6.931492, -0.143153], [-4.773442, -6.003334, 1.305252], [-4.768014, -3.577753, 1.850302], [-3.008967, -2.136060, 0.935194], [-0.145188, -1.574715, 1.663149], [0.021874, 0.282231, 2.980600], [-2.183196, 1.385828, 1.836770], [-2.103352, 1.908458, -1.552304], [-3.804780, -0.823362, -1.507229], [-2.450540, -1.357233, -2.484754], [-3.047767, 0.287673, -2.642081], [-2.338947, -3.500369, -3.065343], [-1.723505, -3.536456, -5.457948], [0.496608, -2.699890, -6.164369], [2.100522, -1.858775, -4.496857], [1.629211, -0.626617, -1.601118], [2.789523, -1.887334, -2.081693], [2.131639, -4.546547, -0.398163], [-2.962868, 4.104333, 1.366362], [-2.401052, 3.607864, 2.712539], [-1.055497, 2.867394, 2.681626], [-0.989040, 2.092907, 0.236812], [-3.509299, 1.747992, 0.039078], [-3.855747, 3.184506, 0.496476], [0.675739, 1.748934, -0.541350], [0.595205, 2.622966, -2.187990], [-0.193785, 3.950718, -2.359533], [-1.248423, 3.879123, -3.462487], [-0.645987, 3.476821, -4.807869], [0.352007, 2.310084, -4.668256], [0.255455, 1.627798, -3.308329], [1.856825, 2.845933, 0.368360], [2.293363, 2.230486, 1.702223], [3.564736, 2.908557, 2.241343], [3.654234, 4.383482, 1.824992], [2.261403, 4.983464, 1.691176], [1.521620, 4.343882, 0.510764], [-2.162193, 4.552789, 0.773838], [-3.619134, 4.948044, 1.598486], [-3.147619, 2.966184, 3.194133], [-2.291565, 4.477526, 3.363385], [-0.824896, 2.512651, 3.690083], [-0.260430, 3.563708, 2.405957], [-1.145655, 3.164143, 0.166076], [-3.702327, 1.048245, 0.857451], [-4.252534, 1.487479, -0.719159], [-4.803115, 3.080008, 1.034883], [-4.105589, 3.769222, -0.393255], [1.658257, 2.862810, -2.325502], [0.510849, 4.745228, -2.619622], [-0.657518, 4.276733, -1.426907], [-1.756140, 4.842114, -3.547007], [-2.025365, 3.158788, -3.195092], [-0.147473, 4.338800, -5.255875], [-1.451823, 3.203604, -5.491474], [1.375327, 2.679901, -4.780112], [0.205124, 1.582549, -5.467879], [0.942154, 0.781010, -3.259704], [-0.743012, 1.205462, -3.163305], [2.735525, 2.768073, -0.289043], [2.465317, 1.158509, 1.562239], [1.489207, 2.317296, 2.437327], [4.449203, 2.373413, 1.887747], [3.574217, 2.835587, 3.331491], [4.166308, 4.468329, 0.861909], [4.258859, 4.940059, 2.541378], [2.306190, 6.066186, 1.562890], [1.705936, 4.808014, 2.619211], [1.799677, 4.854372, -0.414312], [0.447846, 4.504769, 0.624430]], "forces_ev_per_angstrom": [[0.1, -0.2, 0.2], [0.0, 0.0, 0.0], [0.0, 0.0, 0.0], [0.0, 0.2, -0.1], [0.1, 0.0, 0.0], [0.0, 0.1, 0.1], [0.0, 0.0, 0.0], [0.0, 0.0, 0.0], [0.0, 0.0, 0.0], [0.0, 0.0, 0.0], [0.0, 0.0, 0.0], [-0.1, 0.0, 0.0], [0.0, 0.0, 0.0], [0.0, 0.0, 0.0], [0.0, 0.0, 0.0], [0.0, 0.0, 0.0], [0.0, -0.1, 0.1], [0.0, 0.0, 0.0], [0.0, 0.0, 0.0], [0.0, 0.0, 0.0], [0.0, 0.0, 0.0], [0.0, 0.0, 0.0], [0.0, 0.1, 0.0], [0.0, -0.1, 0.0], [0.0, 0.0, 0.0], [0.0, 0.0, 0.0], [0.0, 0.0, 0.0], [0.0, 0.0, 0.0], [0.0, 0.1, 0.0], [0.1, 0.0, 0.0], [-0.1, 0.0, 0.1], [0.0, -0.1, 0.0], [0.0, -0.1, 0.1], [-0.1, -0.1, 0.0], [-0.1, 0.0, -0.1], [-0.1, 0.1, 0.0], [0.1, -0.1, -0.1], [0.0, 0.0, 0.0], [0.1, -0.1, 0.0], [0.0, 0.0, 0.0], [-0.1, 0.0, 0.0], [0.0, 0.0, 0.1], [0.1, 0.1, -0.1], [-0.1, 0.0, -0.1], [0.0, 0.0, 0.0], [-0.1, 0.0, 0.0], [0.0, 0.0, 0.0], [0.0, 0.0, 0.0], [0.0, 0.0, 0.0], [0.0, 0.0, 0.0], [0.0, 0.0, 0.0], [0.0, 0.0, -0.1], [0.0, 0.0, 0.0], [0.0, 0.0, 0.0], [0.0, 0.0, -0.1], [-0.1, 0.0, 0.0], [0.0, 0.1, 0.1], [0.0, 0.0, 0.0], [0.0, 0.0, 0.0], [0.0, 0.0, 0.0], [0.0, 0.0, 0.0], [0.0, 0.0, 0.0], [0.0, 0.0, 0.0], [0.0, 0.0, 0.0], [0.0, 0.0, 0.0], [-0.1, 0.1, 0.1], [0.0, 0.0, 0.0], [0.0, 0.1, -0.1], [0.1, 0.2, 0.0], [0.0, -0.1, 0.0], [0.0, 0.0, 0.0], [0.0, 0.0, 0.0], [0.0, 0.1, 0.0], [0.0, 0.0, 0.0], [-0.1, 0.0, 0.0], [0.0, 0.0, 0.0], [0.1, 0.0, 0.0], [0.0, 0.0, 0.1], [0.1, 0.1, -0.1], [0.0, 0.0, 0.0], [0.0, 0.0, 0.0], [0.1, 0.0, 0.0], [0.0, 0.0, 0.0], [0.0, 0.0, 0.0], [0.0, 0.0, 0.0], [0.0, 0.0, 0.0], [0.0, 0.0, 0.0], [0.0, 0.0, 0.0], [0.0, 0.0, 0.0], [0.0, 0.0, 0.0], [0.0, -0.1, 0.0], [0.0, 0.0, 0.0], [0.0, 0.0, 0.0], [0.0, 0.0, 0.0], [0.1, 0.0, 0.0], [0.0, 0.0, 0.0], [0.0, 0.0, 0.0], [0.0, 0.0, 0.0], [0.0, 0.0, 0.0], [0.0, 0.0, 0.1], [0.0, 0.0, 0.0], [0.0, 0.0, 0.0], [0.0, 0.0, 0.0], [0.0, 0.0, 0.0], [0.0, 0.0, 0.0], [-0.1, 0.0, 0.0], [0.0, 0.0, 0.0], [0.0, 0.1, 0.0], [0.0, 0.0, 0.0], [0.0, 0.0, 0.0], [0.0, 0.0, 0.0], [0.0, 0.0, 0.0], [0.0, 0.0, 0.0], [0.0, 0.0, 0.0], [0.0, 0.0, 0.0], [0.0, 0.0, 0.0], [0.0, 0.0, 0.0]], "lowdin_spin": [2.168, 0.003, 0.006, 0.045, -0.001, 0.003, 0.004, 0.000, 0.003, 0.001, 0.013, 0.024, 0.000, 0.001, 0.000, 0.000, 0.002, 0.000, 0.000, 0.000, 0.000, 0.007, 0.010, 0.000, 0.000, -0.001, 0.000, -0.001, 0.004, 0.015, -0.001, 0.012, 0.004, 0.001, 0.000, 0.000, 0.000, 0.002, 0.000, -0.001, 0.000, -0.001, 0.005, -0.007, 0.001, 0.013, 0.000, 0.000, 0.000, 0.000, 0.000, 0.007, 0.000, 0.000, 0.000, 0.000, 0.000, 0.000, 0.000, 0.000, 0.000, 0.000, 0.003, 0.011, 0.642, 0.000, 0.000, 0.000, 0.000, 0.000, 0.000, 0.001, 0.000, 0.000, 0.000, 0.000, 0.000, 0.000, 0.000, 0.000, 0.000, 0.000, 0.000, 0.000, 0.000, 0.000, 0.000, 0.000, 0.000, 0.000, 0.000, 0.000, 0.000, 0.000, 0.000, 0.000, 0.000, 0.000, 0.000, 0.000, 0.000, 0.000, 0.000, 0.000, 0.000, 0.000, 0.000, 0.000, 0.000, 0.000, 0.000, 0.000, 0.000, 0.000, 0.000, 0.000, 0.000]}